1.
Molecular formula: C23H23ClN2O3
Method: DFT, wB97M-V/def2-TZVPD

Cartesian coordinates (Å):
C1 -3.79 -3.65 -1.06
C2 -3.92 -2.21 -0.66
C3 -3.30 -1.22 -1.40
C4 -3.40 0.12 -1.06
C5 -4.14 0.49 0.05
O1 -4.33 1.77 0.50
C6 -3.70 2.82 -0.18
C7 -2.21 2.76 -0.07
C8 -1.38 2.20 0.86
C9 -0.08 2.50 0.38
C10 1.16 2.11 1.09
O2 1.09 1.68 2.23
N1 2.34 2.26 0.46
C11 2.63 2.63 -0.90
C12 3.69 1.61 -1.33
C13 4.42 1.21 -0.03
C14 4.52 -0.28 0.10
C15 3.37 -1.04 0.32
C16 3.42 -2.41 0.44
C17 4.64 -3.07 0.34
C18 5.79 -2.34 0.12
C19 5.73 -0.96 0.00
Cl1 7.21 -0.11 -0.29
C20 3.58 1.85 1.09
N2 -0.16 3.19 -0.73
O3 -1.47 3.36 -1.02
C21 -4.77 -0.50 0.80
C22 -4.67 -1.84 0.46
C23 -5.36 -2.88 1.29
H1 -3.34 -4.23 -0.25
H2 -4.77 -4.08 -1.27
H3 -3.17 -3.75 -1.94
H4 -2.72 -1.49 -2.27
H5 -2.90 0.86 -1.67
H6 -4.07 3.73 0.30
H7 -3.98 2.85 -1.24
H8 -1.63 1.65 1.74
H9 3.04 3.65 -0.92
H10 1.73 2.61 -1.52
H11 3.22 0.74 -1.77
H12 4.38 2.03 -2.07
H13 5.43 1.64 -0.01
H14 2.42 -0.53 0.41
H15 2.52 -2.97 0.61
H16 4.69 -4.14 0.43
H17 6.75 -2.84 0.03
H18 3.36 1.17 1.91
H19 4.08 2.73 1.50
H20 -5.35 -0.20 1.66
H21 -6.07 -3.44 0.69
H22 -4.64 -3.59 1.70
H23 -5.90 -2.42 2.12

Computed properties:
**SMILES**: Cc1ccc(OCc2cc(C(=O)N3CC[C@H](c4ccccc4Cl)C3)no2)cc1C
**Energy above the lowest of the compared OMol25 structures with the same formula, charge and spin**: 214.92 kJ/mol
**Electronic energy**: -45868.7108 eV
**E_HOMO**: -8.5 eV
**LUMO level**: 0.61 eV
**Orbital gap**: 9.1032 eV

2.
Molecular formula: C2H6N2O
Method: DFT, wB97M-V/def2-TZVPD

Cartesian coordinates (Å):
C1 1.04 -0.76 0.15
N1 -0.30 0.25 -0.76
N2 -0.44 1.53 -0.49
C2 -0.98 -0.58 0.14
O1 -1.65 -0.14 1.07
H1 0.01 2.18 -1.11
H2 -0.65 1.77 0.48
H3 -1.09 -1.60 -0.26
H4 1.40 -0.03 0.87
H5 0.95 -1.75 0.61
H6 1.71 -0.87 -0.70

Computed properties:
**Energy above the lowest of the compared OMol25 structures with the same formula, charge and spin**: 381.70 kJ/mol
**Electronic energy**: -7195.8315 eV
**E_HOMO**: -9.1 eV
**LUMO level**: 0.91 eV
**Orbital gap**: 9.9983 eV

3.
Molecular formula: C31H29AuN6O2P2
Method: DFT, wB97M-V/def2-TZVPD

Cartesian coordinates (Å):
Au1 0.03 1.03 0.64
C1 -4.00 4.83 -0.07
N1 -3.14 3.85 0.59
C2 -3.24 3.53 1.91
C3 -2.29 2.58 2.16
N2 -1.63 2.33 1.00
C4 -2.15 3.11 0.06
P1 -1.64 3.10 -1.67
C5 -1.77 1.32 -2.01
N3 -1.29 0.30 -1.30
C6 -1.82 -0.83 -1.85
C7 -2.60 -0.49 -2.91
N4 -2.56 0.86 -3.01
C8 -3.31 1.63 -4.00
C9 0.14 3.35 -1.42
N5 0.87 2.88 -0.42
C10 2.11 3.43 -0.56
C11 2.11 4.26 -1.64
N6 0.86 4.20 -2.17
C12 0.48 4.91 -3.38
H1 -4.30 5.55 0.68
H2 -4.88 4.32 -0.48
H3 -3.44 5.33 -0.86
H4 -3.96 4.02 2.54
H5 -2.05 2.09 3.08
H6 -1.59 -1.81 -1.48
H7 -3.17 -1.07 -3.62
H8 -3.27 1.09 -4.94
H9 -2.82 2.60 -4.13
H10 -4.33 1.78 -3.67
H11 2.92 3.20 0.11
H12 2.87 4.87 -2.08
H13 0.84 5.93 -3.30
H14 -0.61 4.92 -3.46
H15 0.91 4.41 -4.25
O1 2.78 0.69 -0.14
C13 2.48 -0.34 0.37
O2 1.18 -0.70 0.79
C14 3.54 -1.31 0.83
C15 4.91 -1.17 0.71
C16 5.70 -2.18 1.25
C17 5.12 -3.29 1.89
C18 3.74 -3.40 2.00
C19 2.99 -2.37 1.45
P2 1.25 -2.19 1.26
C20 0.63 -3.15 -0.10
C21 -0.17 -4.30 0.00
C22 -0.47 -5.03 -1.14
C23 0.03 -4.64 -2.37
C24 0.83 -3.52 -2.48
C25 1.12 -2.77 -1.36
C26 0.31 -2.36 2.72
C27 -1.09 -2.40 2.66
C28 -1.83 -2.44 3.83
C29 -1.19 -2.41 5.06
C30 0.19 -2.33 5.13
C31 0.94 -2.28 3.97
H16 5.33 -0.31 0.22
H17 6.78 -2.11 1.17
H18 5.75 -4.07 2.30
H19 3.29 -4.26 2.47
H20 -0.51 -4.66 0.96
H21 -1.08 -5.92 -1.04
H22 -0.20 -5.24 -3.24
H23 1.23 -3.24 -3.44
H24 1.74 -1.89 -1.45
H25 -1.61 -2.38 1.72
H26 -2.91 -2.49 3.79
H27 -1.77 -2.45 5.97
H28 0.68 -2.29 6.10
H29 2.01 -2.20 4.04

Computed properties:
**Total charge**: +2
**Electronic energy**: -67909.8935 eV
**E_HOMO**: -12.9 eV
**LUMO level**: -5.68 eV
**Orbital gap**: 7.2513 eV

4.
Molecular formula: C4H13F4InN2O11S4
Method: DFT, wB97M-V/def2-TZVPD

Cartesian coordinates (Å):
In1 0.25 0.19 0.06
O1 0.18 1.93 1.25
H1 0.24 2.88 1.03
N1 -0.79 -1.27 -0.85
S1 -2.48 -1.58 -0.61
O2 -2.87 -2.92 -0.34
O3 -3.38 -0.79 -1.43
F1 -2.50 -0.88 0.86
S2 -0.68 -2.32 -1.88
O4 -1.50 -2.21 -3.11
O5 -0.27 -3.68 -1.57
F2 0.76 -1.79 -2.48
N2 1.45 0.06 -1.60
S3 3.02 -0.58 -1.50
O6 4.10 0.27 -1.97
O7 3.08 -2.02 -1.71
F3 3.10 -0.37 0.11
S4 1.47 0.42 -3.04
O8 1.74 -0.51 -4.10
O9 1.77 1.83 -3.34
F4 -0.13 0.47 -3.10
C1 2.80 0.38 3.35
C2 1.57 -0.05 2.59
O10 1.82 -0.34 1.25
H2 2.45 0.77 4.30
H3 3.37 1.18 2.86
H4 3.50 -0.42 3.60
H5 0.94 0.82 2.76
H6 1.01 -0.91 2.95
H7 2.58 -0.93 1.16
C3 -3.82 1.43 0.72
C4 -2.28 1.41 0.70
O11 -1.63 0.79 -0.38
H8 -4.21 1.78 1.67
H9 -4.07 0.39 0.48
H10 -4.26 2.18 0.07
H11 -1.78 1.07 1.61
H12 -2.21 2.50 0.67
H13 -2.33 0.82 -1.03

Computed properties:
**Energy above the lowest of the compared OMol25 structures with the same formula, charge and spin**: 390.52 kJ/mol
**Electronic energy**: -89233.1558 eV
**E_HOMO**: -11.0 eV
**LUMO level**: -1.44 eV
**Orbital gap**: 9.5523 eV